Here is a cluster of 4 separate species, C22H28FN4O4P in total from OMol25. Energies are from ωB97M-V with the def2-TZVPD basis set.

Last column: Mulliken charge in e.
Cartesian coordinates (Å):
C: 6.5895 -1.6442 1.3197  -0.90
C: 6.7944 -0.1219 1.7853  -0.24
O: 6.0375 0.8572 1.0400  -0.38
C: 4.6808 0.4314 0.7862  -0.53
C: 3.6904 1.6413 0.3602  1.12
F: 4.2505 2.7471 -0.3528  -0.38
C: 2.5517 0.8397 -0.4718  -0.69
C: 1.6456 0.4372 0.7966  -0.03
P: 0.1394 -0.6963 0.5356  0.83
N: 0.1512 -1.8135 1.8948  -0.68
O: 0.5254 -1.6511 -0.8434  -0.61
O: 1.4147 1.7681 1.3881  -0.30
C: 2.7542 2.3201 1.4808  0.24
O: 3.0023 3.2156 2.3158  -0.58
H: 7.4338 -2.3078 1.7239  0.33
H: 5.6068 -2.0519 1.7656  0.25
H: 6.4989 -1.7703 0.1862  0.26
H: 7.9077 0.1260 1.5939  0.34
H: 6.6481 -0.0852 2.9175  0.24
H: 4.7235 -0.2624 -0.1392  0.19
H: 4.3049 -0.1496 1.7054  0.30
H: 1.9603 1.6965 -0.9613  0.20
H: 2.8730 0.0350 -1.2088  0.31
H: 2.1683 -0.0858 1.6936  -0.09
H: 0.4023 -1.3631 2.7860  0.25
H: -0.7066 -2.3733 1.9634  0.30
H: 1.3950 -2.1113 -0.6923  0.30
C: -5.1883 -2.7578 -1.6646  -0.17
C: -5.7727 -1.8636 -0.7792  -0.80
C: -4.9563 -1.2203 0.1371  -0.03
N: -3.6285 -1.4147 0.2211  -0.02
C: -3.0904 -2.2856 -0.6460  -0.22
C: -3.8192 -2.9757 -1.6007  -0.87
H: -5.7937 -3.2801 -2.3974  0.39
H: -6.8379 -1.6703 -0.8003  0.37
H: -5.3657 -0.5103 0.8477  0.38
H: -2.0175 -2.4245 -0.5541  0.50
H: -3.3299 -3.6660 -2.2766  0.39
C: -3.1589 2.9337 2.2673  -0.59
C: -3.2647 1.6225 1.8266  0.03
C: -3.9055 0.7059 2.6447  -0.57
N: -4.4282 1.0115 3.8443  -0.60
C: -4.3104 2.2868 4.2472  -0.29
C: -3.6919 3.2776 3.5018  -0.25
H: -2.6655 3.6807 1.6550  0.38
H: -2.8591 1.3184 0.8693  0.43
H: -4.0154 -0.3288 2.3429  0.73
H: -4.7392 2.5055 5.2201  0.36
H: -3.6276 4.2916 3.8765  0.37
C: -0.4879 -0.1618 -5.4729  -0.23
C: -0.0582 1.1400 -5.2586  -0.45
C: -0.0331 1.6159 -3.9575  -0.22
N: -0.4045 0.8916 -2.8893  -0.21
C: -0.8178 -0.3642 -3.1246  0.31
C: -0.8756 -0.9333 -4.3868  -0.84
H: -0.5204 -0.5711 -6.4769  0.37
H: 0.2506 1.7705 -6.0830  0.37
H: 0.2980 2.6260 -3.7386  0.36
H: -1.1126 -0.9247 -2.2459  0.21
H: -1.2156 -1.9532 -4.5175  0.37

- LUMO: 0.3 eV
- E_HOMO: -8.5 eV
- Strongest force on any atom: 0.1035 hartree/bohr
- E_tot: -49421.6206 eV
- SMILES: CCOC[C@@]1(F)C[C@H](P(N)O)OC1=O.c1ccncc1.c1ccncc1.c1ccncc1
- Kohn-Sham gap: 8.7630 eV